{"formula": "C38H31GeN2O9SeW", "method": "ωB97M-V with the def2-TZVPD basis set", "symbols": ["W", "O", "C", "C", "C", "N", "C", "C", "C", "O", "O", "C", "O", "O", "H", "H", "H", "O", "C", "C", "C", "C", "O", "N", "H", "H", "H", "H", "Se", "C", "C", "C", "C", "C", "C", "H", "H", "H", "H", "H", "O", "C", "O", "C", "C", "Ge", "C", "C", "C", "C", "C", "C", "C", "C", "C", "C", "C", "C", "C", "C", "C", "C", "C", "C", "H", "H", "H", "H", "H", "H", "H", "H", "H", "H", "H", "H", "H", "H", "H", "H", "H", "H", "H"], "xyz": [[0.1568, -0.2151, -1.2465], [1.4050, 4.2903, -5.3279], [1.2019, 3.3585, -4.3929], [2.2272, 2.5881, -3.8485], [1.8875, 1.6613, -2.8876], [0.6344, 1.4950, -2.5001], [-0.3557, 2.2250, -3.0033], [-0.1204, 3.1831, -3.9548], [-1.6680, 1.8518, -2.3946], [-2.7063, 2.4131, -2.5433], [-1.5086, 0.7609, -1.6203], [2.8111, 0.7509, -2.1430], [3.9939, 0.7157, -2.2395], [2.0802, -0.0410, -1.3242], [2.3341, 4.3401, -5.5833], [3.2646, 2.7021, -4.1357], [-0.9292, 3.7776, -4.3555], [0.1489, -0.7279, -3.2482], [0.6125, -1.9346, -3.1925], [0.6619, -2.8938, -4.3260], [1.4032, -4.0597, -3.6724], [1.6403, -3.6295, -2.2255], [2.2390, -4.2445, -1.3974], [1.0732, -2.3263, -2.0428], [1.1679, -2.4519, -5.1839], [-0.3624, -3.1253, -4.6219], [2.3732, -4.2638, -4.1231], [0.8389, -4.9905, -3.6657], [0.1855, 1.9477, 0.2682], [1.9615, 2.6655, 0.1487], [2.1340, 3.7228, -0.7396], [3.3706, 4.3348, -0.8832], [4.4515, 3.8915, -0.1362], [4.2782, 2.8574, 0.7800], [3.0413, 2.2559, 0.9278], [1.2761, 4.0803, -1.3016], [3.4872, 5.1661, -1.5667], [5.4211, 4.3568, -0.2491], [5.1113, 2.5285, 1.3863], [2.9258, 1.4846, 1.6759], [-1.2159, -1.5412, -1.1261], [-2.4383, -1.7357, -1.6883], [-2.5284, -2.0167, -2.8480], [-3.5566, -1.5878, -0.6882], [-3.1764, -1.8977, 0.7557], [-1.7847, -0.9104, 1.7708], [-2.2513, 0.9621, 2.0168], [-1.8352, 1.6201, 3.1705], [-2.1378, 2.9608, 3.3663], [-2.8812, 3.6530, 2.4197], [-3.3403, 2.9974, 1.2849], [-3.0244, 1.6618, 1.0866], [-1.8154, -1.7030, 3.5571], [-2.9967, -1.5837, 4.2906], [-3.1042, -2.1236, 5.5629], [-2.0228, -2.7850, 6.1291], [-0.8349, -2.8975, 5.4204], [-0.7357, -2.3592, 4.1452], [0.0663, -1.4262, 1.1183], [0.0932, -2.8457, 0.9100], [1.2361, -3.5761, 1.0693], [2.4515, -2.9265, 1.3278], [2.4801, -1.5655, 1.4938], [1.2886, -0.8353, 1.4379], [-4.3607, -2.2410, -1.0302], [-3.9215, -0.5641, -0.7973], [-2.9581, -2.9607, 0.8740], [-4.0516, -1.7223, 1.3876], [-1.2722, 1.0852, 3.9270], [-1.8003, 3.4626, 4.2638], [-3.1155, 4.6980, 2.5750], [-3.9386, 3.5225, 0.5519], [-3.3827, 1.1779, 0.1893], [-3.8454, -1.0482, 3.8754], [-4.0288, -2.0248, 6.1166], [-2.1042, -3.2061, 7.1222], [0.0121, -3.4047, 5.8635], [0.2008, -2.4539, 3.6063], [-0.8242, -3.3628, 0.6649], [1.2126, -4.6496, 0.9558], [3.3667, -3.5003, 1.3877], [3.4157, -1.0555, 1.6817], [1.3114, 0.2079, 1.6915]], "lowdin_charge": [1.891, 0.126, -0.254, 0.108, -0.170, -0.057, -0.158, 0.136, -0.489, 0.190, -0.262, -0.470, 0.196, -0.213, 0.134, 0.151, 0.155, -0.079, -0.454, -0.042, -0.045, -0.390, 0.125, 0.134, 0.137, 0.139, 0.134, 0.135, 1.028, -0.542, -0.145, -0.066, -0.056, -0.056, -0.099, 0.102, 0.112, 0.112, 0.114, 0.094, -0.304, -0.513, 0.154, -0.128, -0.221, 1.025, -0.353, -0.125, -0.071, -0.070, -0.073, -0.145, -0.270, -0.109, -0.075, -0.076, -0.074, -0.092, -0.365, -0.120, -0.067, -0.028, -0.050, -0.185, 0.133, 0.116, 0.079, 0.081, 0.107, 0.109, 0.109, 0.112, 0.079, 0.104, 0.108, 0.107, 0.106, 0.089, 0.107, 0.120, 0.125, 0.116, 0.024], "de_lowest_kcal_mol": 0.0, "e_homo_ev": -11.0, "fmax_ev_per_a": 0.47, "lumo_energy_ev": -5.00, "charge": 1, "spin_multiplicity": 1}

=====

{"formula": "C38H31N2OS", "method": "ωB97M-V with the def2-TZVPD basis set", "symbols": ["C", "C", "C", "C", "C", "C", "C", "C", "C", "C", "C", "C", "C", "C", "N", "C", "C", "C", "C", "C", "C", "S", "C", "N", "C", "C", "H", "H", "H", "H", "H", "H", "H", "H", "H", "H", "H", "H", "H", "H", "H", "H", "H", "H", "H", "H", "C", "C", "C", "C", "C", "O", "C", "C", "C", "C", "C", "C", "C", "C", "C", "C", "H", "H", "H", "H", "H", "H", "H", "H", "H", "H", "H"], "xyz": [[5.6407, 2.0477, -4.1727], [5.0751, 3.0274, -3.3484], [4.0476, 2.6864, -2.4631], [3.5866, 1.3686, -2.4051], [2.4786, 0.9999, -1.4202], [3.0593, 0.3488, -0.1582], [2.2027, 0.1315, 0.9204], [2.6236, -0.5081, 2.0841], [3.9633, -0.9043, 2.1967], [4.8487, -0.6549, 1.1431], [4.4036, -0.0337, -0.0307], [1.3764, 0.1082, -2.0435], [0.9836, 0.4860, -3.4596], [0.0221, -0.5227, -4.0307], [-1.0198, -0.7981, -3.0381], [-2.1892, -1.5108, -3.3384], [-3.0468, -1.5640, -2.2364], [-4.2768, -2.2103, -2.3300], [-4.6219, -2.8345, -3.5346], [-3.7373, -2.8121, -4.6246], [-2.5103, -2.1368, -4.5429], [-2.3536, -0.7934, -0.8444], [-0.8839, -0.4097, -1.7288], [0.1759, 0.1222, -1.1949], [4.1716, 0.3828, -3.2071], [5.1823, 0.7284, -4.1136], [6.4272, 2.3169, -4.8790], [5.4321, 4.0589, -3.3863], [3.5848, 3.4396, -1.8168], [1.9861, 1.9405, -1.1202], [1.1733, 0.4477, 0.8043], [1.9074, -0.6841, 2.8870], [4.3126, -1.4078, 3.0981], [5.8984, -0.9431, 1.2169], [5.1056, 0.1446, -0.8486], [1.7917, -0.9259, -2.0843], [0.5308, 1.4848, -3.4331], [1.8627, 0.5413, -4.1026], [-0.4398, -0.1463, -4.9510], [0.5394, -1.4636, -4.2743], [-4.9289, -2.2104, -1.4624], [-5.5829, -3.3429, -3.6214], [-4.0041, -3.3254, -5.5481], [-1.8132, -2.1060, -5.3849], [3.8343, -0.6550, -3.1165], [5.6042, -0.0429, -4.7609], [-2.8444, -3.3655, 6.3078], [-1.6728, -3.3999, 5.5383], [-1.4273, -2.4079, 4.5852], [-2.3450, -1.3403, 4.4030], [-2.1797, -0.3351, 3.3766], [-3.0077, 0.7305, 3.5793], [-2.8089, 1.8981, 2.8678], [-1.8203, 1.9522, 1.8710], [-1.4285, 3.2419, 1.4244], [-1.9628, 4.3720, 2.0199], [-2.9791, 4.2692, 2.9840], [-3.4477, 3.0238, 3.3734], [-1.2407, 0.7350, 1.4600], [-1.3910, -0.4082, 2.2408], [-3.4402, -1.2517, 5.2921], [-3.7106, -2.2697, 6.1997], [-3.0883, -4.1886, 6.9822], [-0.9661, -4.2223, 5.6731], [-0.5281, -2.4203, 3.9685], [-0.6621, 3.3068, 0.6474], [-1.5925, 5.3561, 1.7342], [-3.4073, 5.1681, 3.4269], [-4.2507, 2.9066, 4.0970], [-0.6002, 0.7455, 0.5847], [-0.9133, -1.3573, 1.9918], [-4.1003, -0.3889, 5.2593], [-4.6081, -2.2153, 6.8173]], "lowdin_charge": [-0.083, -0.071, -0.027, -0.232, -0.181, -0.159, -0.050, -0.079, -0.088, -0.070, -0.015, -0.296, -0.127, -0.117, -0.029, -0.229, -0.464, -0.081, -0.078, -0.068, -0.005, 1.128, -0.542, 0.041, -0.070, -0.068, 0.105, 0.107, 0.118, 0.145, 0.057, 0.090, 0.102, 0.107, 0.112, 0.164, 0.141, 0.114, 0.135, 0.140, 0.109, 0.109, 0.110, 0.114, 0.126, 0.108, -0.043, -0.050, 0.002, -0.140, -0.114, 0.109, -0.135, -0.124, 0.024, -0.043, -0.023, 0.028, -0.003, 0.011, 0.003, -0.049, 0.118, 0.117, 0.114, 0.132, 0.120, 0.125, 0.135, 0.056, 0.136, 0.122, 0.117], "de_lowest_kcal_mol": 0.0, "e_homo_ev": -10.2, "fmax_ev_per_a": 1.68, "lumo_energy_ev": -4.71, "charge": 1, "spin_multiplicity": 1}

=====

What did we get for HOMO-LUMO gap? Answer: 6.0; 5.4 eV, in the order shown.